*w*
Here is a 2-piece molecular cluster, C7H10N4 overall from the OMol25 dataset. Energies are from wB97M-V/def2-TZVPD.

```
21
Properties=species:S:1:pos:R:3:lowdin_charge:R:1
C 0.020 -1.579 -0.130 0.0725
C 1.780 1.930 -0.199 -0.1079
C 0.769 -0.505 0.129 -0.1215
C 2.183 -0.332 -0.031 -0.2271
C -1.403 0.259 -0.002 -0.2173
C -2.327 1.009 -0.544 0.1818
C -1.382 -1.298 0.010 -0.0637
N 2.619 0.972 -0.296 0.1705
N 0.546 1.814 0.201 0.1195
N 3.055 -1.290 -0.078 0.2920
N -0.075 0.582 0.622 0.0275
H 0.438 -2.533 -0.479 0.1701
H 2.210 2.841 -0.422 0.1523
H -2.429 2.066 -0.513 0.0936
H -3.159 0.330 -0.835 0.1324
H -2.033 -1.509 -0.836 0.1480
H -1.716 -1.919 0.900 0.1866
H 0.007 2.682 0.448 0.2171
H 2.860 -2.247 -0.094 0.1302
H 4.065 -0.848 -0.136 0.2347
H -0.146 0.773 2.003 0.4087
```

Computed properties:
Orbital gap (eV): 9.42
LUMO energy (eV): -9.262
M (g/mol): 150.19
Total charge: +2

*x*
Here is an isolated ion of composition C7H10N4 and charge +2 from the OMol25 dataset. Energies are from wB97M-V/def2-TZVPD.

```
21
Properties=species:S:1:pos:R:3:lowdin_charge:R:1
C 2.564 -0.029 -0.206 0.0187
C 2.141 1.150 0.450 0.0189
C 1.644 -0.885 -0.670 -0.0161
C -0.178 1.875 -0.200 -0.0241
C 0.874 1.383 0.368 0.0847
C -1.837 0.220 -0.127 -0.3382
C -0.902 -0.863 -0.837 -0.0020
N -1.395 1.386 -0.070 0.2026
N 0.225 -1.067 1.197 0.2013
N -3.044 -0.201 0.246 0.2504
N 0.352 -0.842 -0.184 -0.1140
H 3.684 -0.073 -0.449 0.1869
H 2.669 1.780 1.127 0.1653
H 1.953 -1.640 -1.430 0.1815
H 0.063 2.872 -0.460 0.1705
H -1.278 -1.858 -0.781 0.1413
H -0.878 -0.644 -1.980 0.2089
H -0.726 -0.868 1.554 0.1505
H 1.072 -1.135 1.818 0.1940
H -3.348 -1.120 0.021 0.1341
H -3.656 0.560 0.614 0.1849
```

Computed properties:
Orbital gap (alpha / beta) (eV): 7.08 / 7.04
LUMO energy (alpha / beta) (eV): -10.912 / -10.637
M (g/mol): 150.19
Total charge: +2

Most stable = *w*

*w*
Here is a 2-piece molecular cluster, C2H6OS overall from the OMol25 dataset. Energies are from wB97M-V/def2-TZVPD.

```
10
Properties=species:S:1:pos:R:3:lowdin_charge:R:1
C -4.690 -3.534 2.957 -0.1894
O -4.586 -2.405 3.229 0.0256
H -5.417 -3.984 2.258 0.0766
H -4.015 -4.311 3.435 0.0871
C 3.277 2.592 -2.355 -0.5733
S 2.880 1.072 -1.488 0.5763
H 4.084 3.089 -1.712 0.0354
H 3.601 2.370 -3.463 0.0620
H 2.438 3.334 -2.461 0.0311
H 2.427 1.777 -0.399 -0.1317
```

Computed properties:
Structure (SMILES): C=O.CS
Orbital gap (eV): 9.99
LUMO energy (eV): 0.996
M (g/mol): 78.14
Total charge: 0

*x*
Here is a 2-piece molecular cluster, C2H6OS overall from the OMol25 dataset. Energies are from wB97M-V/def2-TZVPD.

```
10
Properties=species:S:1:pos:R:3:lowdin_charge:R:1
C -1.170 -1.009 0.184 -0.0259
C -0.374 -0.629 1.204 -0.2846
O 0.129 0.599 1.449 -0.0070
H -2.085 -1.562 0.347 0.0405
H -0.859 -0.873 -0.845 0.0195
H -0.220 -1.265 2.069 0.1037
H 0.110 1.122 0.630 0.0480
S 0.974 1.398 -1.985 0.5045
H 1.895 1.999 -1.222 -0.2045
H 1.600 0.221 -1.830 -0.1943
```

Computed properties:
Structure (SMILES): C=CO.S
Orbital gap (eV): 8.93
LUMO energy (eV): 0.688
M (g/mol): 78.14
Total charge: 0

Most stable = *w*

*w*
Here is C7H16BrNO4Si in the gas phase from the OMol25 dataset. Energies are from wB97M-V/def2-TZVPD.

```
30
Properties=species:S:1:pos:R:3:lowdin_charge:R:1
C -0.802 0.648 3.219 -0.0881
O 0.381 0.555 2.412 -0.1294
Si 0.906 0.049 0.998 0.1168
O 2.236 0.796 0.552 -0.1114
C 2.644 2.126 0.465 -0.0911
O 1.253 -1.529 0.781 -0.1438
C 2.246 -2.277 1.414 -0.0876
O -0.095 0.335 -0.289 0.0112
C -1.397 0.136 -0.507 -0.5393
N -2.297 0.621 0.255 -0.3695
Br -4.063 0.452 -0.151 0.7177
C -1.727 -0.455 -1.803 -0.3637
C -0.571 -1.399 -2.387 -0.0447
C -1.819 0.679 -2.865 -0.0706
H -1.410 -0.182 2.819 0.0845
H -1.214 1.601 3.242 0.0585
H -0.745 0.391 4.333 0.1040
H 2.044 2.838 0.011 0.0735
H 3.572 2.246 0.015 0.0736
H 2.676 2.407 1.449 0.0648
H 2.155 -3.182 0.966 0.0693
H 2.155 -2.302 2.434 0.0652
H 3.082 -1.679 1.291 0.0707
H -2.730 -0.886 -1.908 0.0796
H -0.833 -1.562 -3.526 0.1246
H 0.389 -1.042 -2.085 0.0573
H -0.558 -2.294 -1.810 0.0517
H -2.603 0.567 -3.480 0.0261
H -2.054 1.609 -2.376 0.0695
H -0.824 0.731 -3.469 0.1207
```

Computed properties:
Structure (SMILES): CO[Si](OC)(OC)O/C(=N/Br)C(C)C
Orbital gap (eV): 10.10
LUMO energy (eV): 0.785
M (g/mol): 286.20
Total charge: 0

*x*
Here is C7H16BrNO4Si in the gas phase from the OMol25 dataset. Energies are from wB97M-V/def2-TZVPD.

```
30
Properties=species:S:1:pos:R:3:lowdin_charge:R:1
C 0.431 2.437 1.540 -0.0514
O 1.238 1.920 0.457 -0.1488
Si 0.754 1.359 -0.914 0.2282
O -0.462 1.912 -1.733 -0.1234
C -1.820 1.690 -1.510 -0.1183
O 2.062 1.422 -1.910 -0.1965
C 3.349 1.894 -1.504 -0.1194
N 0.620 -0.649 -0.654 -0.4519
Br 1.834 -1.885 -1.247 0.7580
C -0.453 -1.017 0.082 -0.5768
O -1.170 -0.061 0.399 -0.0360
C -0.915 -2.446 0.383 -0.3616
C -2.384 -2.289 0.738 -0.0781
C -0.043 -3.144 1.490 -0.0721
H 0.688 3.534 1.556 0.1141
H 0.689 1.846 2.469 0.1192
H -0.536 2.348 1.370 0.0075
H -2.016 1.789 -0.392 0.0947
H -2.031 0.673 -1.646 0.0593
H -2.421 2.408 -2.111 0.1071
H 3.296 2.929 -1.211 0.0723
H 4.017 1.861 -2.320 0.0707
H 3.725 1.457 -0.564 0.0919
H -0.803 -3.223 -0.448 0.1369
H -2.428 -1.787 1.604 0.0335
H -2.943 -1.883 -0.176 0.1203
H -2.800 -3.264 1.011 0.0844
H 0.606 -3.948 1.015 0.0822
H 0.537 -2.273 1.980 0.1073
H -0.620 -3.613 2.246 0.0467
```

Computed properties:
Structure (SMILES): CO[Si](OC)(OC)N(Br)C(=O)C(C)C
Orbital gap (eV): 9.61
LUMO energy (eV): 0.648
M (g/mol): 286.20
Total charge: 0

Most stable = *x*

*w*
Here is C25H25N3O4 in the gas phase from the OMol25 dataset. Energies are from wB97M-V/def2-TZVPD.

```
57
Properties=species:S:1:pos:R:3:lowdin_charge:R:1
C 1.679 2.896 -3.859 -0.0879
O 2.028 3.208 -2.534 -0.0797
C 2.535 2.208 -1.753 -0.2216
C 2.787 0.915 -2.171 -0.0146
C 3.268 -0.034 -1.281 -0.0544
C 3.516 0.292 0.037 -0.2524
C 3.967 -0.751 1.025 -0.1255
C 2.933 -0.948 2.137 -0.1647
N 1.625 -1.211 1.583 0.0972
C 0.754 -2.033 2.174 -0.4402
O 0.991 -2.650 3.201 0.0503
C -0.609 -2.157 1.535 -0.1111
C -1.338 -3.231 1.888 0.0261
C -2.693 -3.551 1.478 -0.1899
C -3.552 -4.221 2.356 -0.0143
C -4.850 -4.489 1.966 -0.0557
C -5.258 -4.083 0.702 -0.1491
N -4.447 -3.492 -0.159 0.0646
C -3.205 -3.247 0.212 -0.1163
N -1.192 -1.109 0.793 0.1478
C -0.718 -0.383 -0.255 -0.3918
O 0.406 -0.501 -0.716 0.0696
C -1.670 0.623 -0.798 -0.1246
C -1.121 1.816 -1.262 -0.0011
C -1.931 2.799 -1.796 -0.0608
C -3.298 2.593 -1.886 -0.0773
C -3.849 1.401 -1.444 -0.0732
C -3.044 0.417 -0.896 -0.0266
C 3.295 1.604 0.457 0.0296
C 2.806 2.560 -0.412 -0.1946
O 2.538 3.859 -0.081 -0.0672
C 2.792 4.276 1.235 -0.0865
H 1.270 3.814 -4.279 0.0941
H 0.919 2.108 -3.901 0.0944
H 2.551 2.590 -4.446 0.0962
H 2.591 0.621 -3.189 0.1090
H 3.431 -1.042 -1.629 0.1169
H 4.122 -1.697 0.505 0.1166
H 4.913 -0.455 1.486 0.1202
H 2.879 -0.046 2.760 0.1206
H 3.204 -1.787 2.784 0.1209
H 1.430 -0.838 0.654 0.0882
H -0.872 -3.910 2.589 0.1251
H -3.196 -4.508 3.335 0.1192
H -5.534 -5.000 2.626 0.1024
H -6.269 -4.246 0.356 0.1035
H -2.571 -2.819 -0.554 0.1177
H -2.183 -1.004 0.975 0.1338
H -0.053 1.959 -1.188 0.1057
H -1.493 3.723 -2.142 0.1082
H -3.935 3.356 -2.308 0.1038
H -4.912 1.232 -1.528 0.1060
H -3.494 -0.516 -0.588 0.0963
H 3.506 1.863 1.483 0.1097
H 3.851 4.172 1.495 0.0969
H 2.185 3.722 1.960 0.0967
H 2.516 5.329 1.268 0.0939
```

Computed properties:
Structure (SMILES): COc1ccc(CCNC(=O)/C(=C/c2cccnc2)NC(=O)c2ccccc2)cc1OC
Orbital gap (eV): 7.98
LUMO energy (eV): 0.034
M (g/mol): 431.49
Total charge: 0

*x*
Here is C25H25N3O4 in the gas phase from the OMol25 dataset. Energies are from wB97M-V/def2-TZVPD.

```
57
Properties=species:S:1:pos:R:3:lowdin_charge:R:1
C -5.653 -2.442 -0.143 -0.0585
C -4.265 -2.127 0.395 -0.2608
O -3.497 -1.576 -0.658 -0.0587
C -2.156 -1.445 -0.482 -0.2705
C -1.494 -1.636 0.726 -0.0036
C -0.117 -1.527 0.785 -0.0078
C 0.621 -1.239 -0.354 -0.2133
N 2.042 -1.176 -0.248 0.0994
C 2.687 -2.312 0.186 -0.4739
O 2.125 -3.347 0.463 0.0918
N 4.045 -2.179 0.366 0.1728
C 4.735 -0.987 0.298 -0.1814
C 6.031 -0.867 0.792 -0.0173
C 6.682 0.349 0.724 -0.0836
C 6.052 1.451 0.168 -0.0812
C 4.767 1.334 -0.332 -0.0096
C 4.101 0.120 -0.265 -0.0665
C 2.743 -0.087 -0.905 -0.3557
O 2.914 -0.335 -2.278 0.0574
C 1.907 1.205 -0.760 -0.4399
O 1.741 1.919 -1.731 0.0818
N 1.486 1.471 0.480 0.1235
C 0.611 2.596 0.769 -0.1055
C -0.840 2.243 0.564 -0.2084
C -1.383 2.278 -0.715 -0.0253
C -2.714 1.977 -0.917 -0.0388
C -3.539 1.635 0.149 -0.2837
C -4.991 1.362 -0.091 -0.0484
C -2.985 1.570 1.419 -0.0493
C -1.648 1.867 1.626 -0.0401
C -0.040 -1.017 -1.556 0.0145
C -1.413 -1.109 -1.613 0.0109
H -5.576 -3.133 -0.978 0.0804
H -6.256 -2.894 0.639 0.0779
H -6.141 -1.535 -0.488 0.0636
H -3.791 -3.048 0.759 0.1262
H -4.330 -1.412 1.226 0.1165
H -2.035 -1.872 1.628 0.1096
H 0.391 -1.699 1.721 0.1247
H 4.516 -3.001 0.714 0.1608
H 6.518 -1.731 1.220 0.1108
H 7.688 0.437 1.104 0.1038
H 6.564 2.399 0.114 0.1012
H 4.282 2.184 -0.787 0.1220
H 2.575 0.454 -2.742 0.1007
H 1.563 0.748 1.178 0.1508
H 0.896 3.398 0.083 0.1294
H 0.796 2.913 1.798 0.1256
H -0.754 2.550 -1.549 0.1115
H -3.128 2.017 -1.913 0.1198
H -5.099 0.585 -0.846 0.0684
H -5.485 2.259 -0.462 0.0846
H -5.490 1.045 0.821 0.0771
H -3.605 1.297 2.262 0.1098
H -1.238 1.822 2.625 0.1113
H 0.523 -0.800 -2.449 0.1195
H -1.936 -0.952 -2.543 0.1237
```

Computed properties:
Structure (SMILES): CCOc1ccc(N2C(=O)Nc3ccccc3[C@]2(O)C(=O)NCc2ccc(C)cc2)cc1
Orbital gap (eV): 8.89
LUMO energy (eV): 0.678
M (g/mol): 431.49
Total charge: 0

Most stable = *x*

*w*
Here is C3H5N3OS as an isolated structure from the OMol25 dataset. Energies are from wB97M-V/def2-TZVPD.

```
13
Properties=species:S:1:pos:R:3:lowdin_charge:R:1
C 1.140 -0.327 -0.017 -0.5604
C 0.940 1.707 -0.053 -0.0635
C -0.378 1.195 -0.157 -0.4167
H 1.054 -2.317 0.550 0.0614
H 2.504 -1.362 0.546 0.1180
H 1.471 2.735 -0.184 0.1347
H -2.355 1.648 -0.397 0.1765
H -1.832 -1.609 1.161 -0.0725
N 1.618 -1.628 0.041 0.0929
N 1.912 0.691 -0.061 0.1081
N -0.226 -0.143 0.013 -0.4101
O -1.540 1.785 0.285 -0.0258
S -1.366 -1.329 -0.159 0.8576
```

Computed properties:
Orbital gap (eV): 8.15
LUMO energy (eV): 0.278
M (g/mol): 131.16
Total charge: 0

*x*
Here is C3H5N3OS in the gas phase from the OMol25 dataset. Energies are from wB97M-V/def2-TZVPD.

```
13
Properties=species:S:1:pos:R:3:lowdin_charge:R:1
H 0.524 -1.371 -2.279 0.0549
N 0.108 -0.508 -1.986 0.1355
C 0.078 -0.344 -0.712 -0.5281
N 0.708 -1.158 0.152 0.0380
N 0.525 -1.311 1.554 0.0026
C 0.526 -0.223 2.241 -0.0287
O -0.417 0.776 -0.207 -0.0597
C -1.060 1.588 -1.072 -0.6906
S -1.315 3.165 -0.835 0.7183
H 0.735 -2.114 -0.149 0.1336
H 0.374 -0.259 3.378 0.0951
H 0.458 0.789 1.872 0.0642
H -1.245 0.970 -1.958 0.0650
```

Computed properties:
Structure (SMILES): [H]/N=C(\NN=C)OC=S
Orbital gap (eV): 8.99
LUMO energy (eV): -0.155
M (g/mol): 131.16
Total charge: 0

Most stable = *w*

*w*
Here is an isolated ion of composition C4H8N3 and charge +1 from the OMol25 dataset. Energies are from wB97M-V/def2-TZVPD.

```
15
Properties=species:S:1:pos:R:3:lowdin_charge:R:1
C 1.265 0.640 0.326 -0.1049
C 0.060 1.167 -0.376 -0.0806
C 0.555 -0.743 0.235 -0.1402
C -0.935 0.000 -0.146 -0.3755
N -2.036 -0.429 -0.645 0.3066
N 1.206 -1.646 -0.457 0.1570
N -2.028 -0.070 0.710 0.1771
H 2.101 0.686 -0.323 0.1022
H 1.496 1.175 1.245 0.1234
H -0.419 2.012 0.131 0.1307
H 0.339 1.233 -1.446 0.1539
H 2.143 -1.507 -0.656 0.1004
H 0.777 -2.334 -0.986 0.1012
H -2.028 -0.872 1.357 0.2054
H -2.496 0.687 1.029 0.1431
```

Computed properties:
2S+1: 3
Orbital gap (alpha / beta) (eV): 7.87 / 8.72
LUMO energy (alpha / beta) (eV): -3.144 / -7.071
M (g/mol): 98.13
Total charge: +1

*x*
Here is a 2-piece molecular cluster, C4H8N3 overall from the OMol25 dataset. Energies are from wB97M-V/def2-TZVPD.

```
15
Properties=species:S:1:pos:R:3:lowdin_charge:R:1
C 0.525 0.955 0.935 -0.0625
C 0.678 -0.454 1.692 -0.0039
C -0.534 0.309 0.043 -0.1218
C -0.139 -1.041 0.573 -0.1427
N -1.660 -0.420 0.347 0.1481
N 0.061 0.743 -2.498 0.1782
N -1.222 -1.714 0.139 0.2093
H 0.225 1.869 1.515 0.1397
H 1.427 1.149 0.404 0.1031
H 1.727 -0.587 1.633 0.1200
H 0.150 -0.449 2.576 0.1046
H 0.212 1.713 -2.565 0.0503
H -0.827 0.404 -2.727 0.0363
H 0.851 0.134 -2.583 0.0622
H -1.476 -2.611 0.518 0.1793
```

Computed properties:
2S+1: 3
Orbital gap (alpha / beta) (eV): 7.46 / 6.35
LUMO energy (alpha / beta) (eV): -4.295 / -7.529
M (g/mol): 98.13
Total charge: +1

Most stable = *w*